{
  "formula": "CH2ClPS",
  "method": "ωB97M-V/def2-TZVPD",
  "symbols": ["C", "P", "S", "Cl", "H", "H"],
  "positions_angstrom": [[0.59489, -0.34108, 0.20183], [-1.06242, -0.05000, 0.67213], [-0.47038, -1.58414, -0.63693], [-1.75680, 1.45954, -0.49273], [1.37577, 1.26098, -0.55798], [1.31893, -0.74531, 0.81367]],
  "atomic_forces_ev_per_a": [[0.17, 2.63, -3.16], [-1.09, -0.42, 0.99], [0.82, 1.06, 0.15], [0.05, 0.43, -0.37], [-1.52, -3.25, 1.17], [1.57, -0.45, 1.22]],
  "e_homo_ev": -9.4,
  "homo_lumo_gap_ev": 8.458,
  "multiplicity": 1,
  "e_tot_ev": -33712.798,
  "de_lowest_kcal_mol": 76.7
}